(1)
{"formula": "C6H15NO2", "method": "the ωB97M-V functional and the def2-TZVPD basis", "species": ["C", "C", "C", "C", "C", "C", "N", "O", "O", "H", "H", "H", "H", "H", "H", "H", "H", "H", "H", "H", "H", "H", "H", "H"], "coordinates": [[-1.1666, 0.5104, -0.2507], [0.9059, -0.5153, 0.9707], [-0.4867, 0.0902, 1.0785], [-0.8330, -0.6171, -1.4379], [1.8460, 0.2833, -0.1576], [1.6475, -0.5246, 2.3008], [-1.4292, -0.1249, -2.6858], [-2.5620, 0.5748, -0.0618], [-0.7682, 1.7942, -0.6563], [-2.7173, 1.3704, 0.4753], [-0.6074, 1.7103, -1.6177], [0.8304, -1.5459, 0.6106], [-1.3915, -0.8512, -3.3984], [-2.4206, 0.0565, -2.5173], [-0.4668, 0.9837, 1.7175], [-1.1460, -0.6351, 1.5715], [-1.3336, -1.5190, -1.0716], [0.1790, -0.9391, -1.6888], [1.0866, -1.0733, 3.0665], [1.5405, 0.5339, -1.1753], [2.7740, -0.2882, -0.2557], [2.0758, 1.2425, 0.3176], [2.6259, -1.0082, 2.1932], [1.8173, 0.4918, 2.6729]], "lowdin_charge": [-0.55, -0.38, -0.11, -0.17, -0.05, -0.10, -0.01, 0.00, 0.01, 0.11, 0.10, 0.12, 0.07, 0.08, 0.13, 0.13, 0.11, 0.10, 0.08, 0.05, 0.06, 0.07, 0.08, 0.08], "de_lowest_kcal_mol": 35.2, "gap_ev": 10.5, "lumo_energy_ev": 0.9, "homo_energy_ev": -9.6}

=====

(2)
{"formula": "C36H25N7O2PbS2", "method": "the ωB97M-V functional and the def2-TZVPD basis", "species": ["Pb", "S", "C", "C", "C", "C", "N", "C", "C", "C", "S", "C", "N", "H", "H", "C", "O", "C", "C", "C", "C", "C", "C", "N", "N", "C", "C", "C", "C", "O", "C", "N", "C", "C", "C", "C", "H", "H", "H", "H", "H", "H", "H", "H", "H", "H", "H", "H", "C", "N", "C", "C", "C", "C", "C", "N", "C", "C", "C", "C", "C", "C", "H", "H", "H", "H", "H", "H", "H", "H", "H", "H", "H"], "coordinates": [[-21.3676, -9.3878, 1.1057], [-21.5523, -6.8302, 2.5834], [-22.9720, -6.1271, 1.7816], [-23.6951, -5.1165, 2.4144], [-24.7258, -4.5264, 1.7655], [-25.4223, -3.4308, 2.4171], [-26.0004, -2.4968, 2.7762], [-25.0237, -4.8518, 0.4278], [-24.3684, -5.8661, -0.1788], [-23.2965, -6.5187, 0.5063], [-22.4474, -7.7203, -0.5290], [-26.0182, -4.0755, -0.3538], [-26.7666, -3.4944, -0.9783], [-23.4173, -4.7612, 3.3919], [-24.5725, -6.1030, -1.2026], [-12.1681, -3.4118, 0.7351], [-13.4965, -2.9814, 1.0771], [-14.4699, -3.1209, 0.1490], [-14.3106, -3.8931, -1.0218], [-15.3553, -3.8613, -1.9408], [-16.5552, -3.2479, -1.6171], [-16.7177, -2.5168, -0.4579], [-15.6416, -2.4677, 0.4332], [-17.5837, -3.3165, -2.7012], [-18.6751, -3.8076, -2.4440], [-19.0497, -4.3382, -1.1544], [-19.9965, -3.6337, -0.3777], [-20.4644, -4.0906, 0.8591], [-20.0557, -5.2804, 1.3604], [-20.4075, -5.6572, 2.6125], [-19.1953, -6.1369, 0.5736], [-18.9273, -7.3368, 1.1209], [-18.0697, -8.1075, 0.4381], [-17.4985, -7.7588, -0.7965], [-17.8901, -6.5819, -1.3814], [-18.7037, -5.6887, -0.6874], [-11.5484, -3.0904, 1.5696], [-11.8598, -2.9292, -0.1995], [-12.2236, -4.4730, 0.7239], [-13.3990, -4.4690, -1.2579], [-15.2643, -4.2824, -2.9808], [-17.6249, -2.0399, -0.1666], [-15.5880, -1.9493, 1.4053], [-20.3598, -2.6946, -0.7813], [-21.2027, -3.4702, 1.3915], [-17.7253, -9.0423, 0.9178], [-16.7670, -8.4422, -1.1894], [-17.3418, -6.2535, -2.2738], [-23.0872, -11.7187, -1.0373], [-23.0742, -10.9462, 0.2106], [-24.1246, -11.0416, 0.9709], [-24.2190, -10.2805, 2.1717], [-25.0945, -10.4277, 3.2162], [-24.6335, -9.6291, 4.2036], [-23.3570, -9.1376, 3.7619], [-23.1349, -9.4828, 2.5173], [-21.8168, -11.4733, -1.8286], [-21.7104, -10.5481, -2.8771], [-20.4740, -10.0142, -3.2599], [-19.2881, -10.5895, -2.7352], [-19.3897, -11.6631, -1.8340], [-20.6334, -12.0920, -1.3660], [-23.9323, -11.4075, -1.6943], [-23.1161, -12.8276, -0.9485], [-24.9645, -11.7143, 0.7507], [-26.0063, -10.9962, 3.1944], [-24.9768, -9.5954, 5.2259], [-22.6550, -8.4617, 4.2922], [-22.6497, -10.1497, -3.2236], [-20.4085, -9.3184, -4.1077], [-18.3155, -10.2202, -3.0581], [-18.4155, -12.0686, -1.5488], [-20.6831, -12.8951, -0.6777]], "lowdin_charge": [1.01, 0.94, -0.48, -0.03, -0.19, -0.16, 0.17, -0.16, -0.05, -0.59, 0.51, -0.15, 0.18, 0.13, 0.11, -0.05, -0.10, -0.31, -0.01, -0.05, -0.26, -0.01, 0.01, 0.09, 0.06, -0.17, -0.02, 0.00, -0.33, -0.34, -0.18, 0.07, -0.15, -0.05, 0.00, -0.08, 0.09, 0.10, 0.08, 0.11, 0.13, 0.10, 0.14, 0.12, 0.14, 0.12, 0.10, 0.12, -0.19, -0.12, -0.10, -0.34, -0.07, -0.08, -0.20, -0.16, -0.25, -0.06, -0.07, -0.09, -0.09, -0.07, 0.13, 0.13, 0.14, 0.11, 0.09, 0.08, 0.11, 0.11, 0.10, 0.10, 0.10], "de_lowest_kcal_mol": 0.0, "gap_ev": 7.3, "lumo_energy_ev": -0.6, "homo_energy_ev": -7.9}

=====

(3)
{"formula": "C25H18F5GeNSZr", "method": "the ωB97M-V functional and the def2-TZVPD basis", "species": ["Zr", "F", "C", "C", "F", "C", "F", "C", "S", "C", "F", "C", "F", "C", "Ge", "C", "C", "C", "C", "C", "C", "C", "C", "C", "C", "C", "C", "C", "C", "C", "C", "H", "H", "H", "H", "H", "H", "H", "H", "H", "H", "H", "H", "H", "H", "H", "C", "C", "N", "H", "H", "H"], "coordinates": [[0.8254, -0.5136, -0.3205], [-4.4229, -0.6922, -4.7824], [-3.6261, -0.2168, -3.8662], [-2.4709, -0.9294, -3.5239], [-2.1715, -2.0662, -4.1129], [-1.6660, -0.3975, -2.5466], [-0.5150, -1.1013, -2.1767], [-1.9269, 0.7859, -1.8798], [-0.8263, 1.4379, -0.6546], [-3.0809, 1.4725, -2.2342], [-3.3799, 2.6015, -1.6170], [-3.9289, 0.9806, -3.2247], [-5.0118, 1.6416, -3.5428], [-3.0475, 1.3425, 2.0759], [-1.3691, 0.5984, 1.4895], [-1.1531, -1.3648, 1.4627], [-0.6683, -2.3954, 0.6421], [-0.5734, -3.7195, 1.0685], [-0.9799, -4.0580, 2.3504], [-1.4747, -3.0703, 3.1872], [-1.5470, -1.7504, 2.7576], [0.3093, 1.3873, 2.0729], [0.2909, 2.7443, 2.2756], [1.4454, 3.5473, 2.1021], [2.5740, 3.0109, 1.5568], [2.6610, 1.6147, 1.3218], [3.8143, 1.0381, 0.7375], [3.9293, -0.3243, 0.5815], [2.9634, -1.1724, 1.1617], [1.8369, -0.6443, 1.7909], [1.5671, 0.7692, 1.7014], [-3.0569, 1.4003, 3.1650], [-3.8810, 0.7248, 1.7454], [-3.1551, 2.3463, 1.6655], [-0.4729, -2.3080, -0.4432], [-0.2076, -4.4766, 0.3876], [-0.9230, -5.0833, 2.6899], [-1.8093, -3.3223, 4.1851], [-1.9325, -1.0263, 3.4702], [-0.6338, 3.2519, 2.5295], [1.3971, 4.6039, 2.3292], [3.4227, 3.6391, 1.3194], [4.6174, 1.6938, 0.4245], [4.7950, -0.7596, 0.1002], [3.1400, -2.2426, 1.1936], [1.1901, -1.2880, 2.3742], [3.4439, 0.4847, -4.2503], [2.7090, 0.1929, -3.0372], [2.1276, -0.0414, -2.0708], [3.2982, 1.5359, -4.5035], [3.0542, -0.1525, -5.0466], [4.5000, 0.2705, -4.0811]], "lowdin_charge": [1.54, 0.22, -0.10, -0.13, 0.18, -0.17, -0.08, -0.42, 0.82, -0.21, 0.14, -0.11, 0.21, -0.15, 0.83, -0.33, -0.22, -0.01, 0.00, 0.01, -0.09, -0.28, -0.06, 0.02, 0.04, -0.14, 0.03, -0.04, -0.10, -0.18, -0.29, 0.06, 0.06, 0.05, 0.07, 0.14, 0.14, 0.14, 0.12, 0.13, 0.14, 0.14, 0.15, 0.14, 0.14, 0.13, 0.02, -0.11, 0.05, 0.12, 0.12, 0.12], "de_lowest_kcal_mol": 0.0, "charge": 3, "spin_multiplicity": 2, "gap_ev": [6.3, 7.1], "lumo_energy_ev": [-10.7, -10.7], "homo_energy_ev": [-17.0, -17.9]}

=====

(4)
{"formula": "C19H78AgN4O19V", "method": "the ωB97M-V functional and the def2-TZVPD basis", "species": ["V", "Ag", "O", "H", "O", "H", "C", "C", "C", "O", "C", "N", "H", "H", "H", "H", "H", "H", "H", "H", "H", "H", "H", "C", "C", "C", "O", "C", "N", "H", "H", "H", "H", "H", "H", "H", "H", "H", "H", "H", "C", "C", "C", "O", "C", "N", "H", "H", "H", "H", "H", "H", "H", "H", "H", "H", "H", "C", "C", "C", "O", "C", "N", "H", "H", "H", "H", "H", "H", "H", "H", "H", "H", "H", "O", "H", "H", "O", "H", "H", "O", "H", "H", "O", "H", "H", "O", "H", "H", "O", "H", "H", "O", "H", "H", "O", "H", "H", "O", "H", "H", "O", "H", "H", "C", "O", "H", "H", "H", "H", "C", "O", "H", "H", "H", "H", "C", "O", "H", "H", "H", "H"], "coordinates": [[-18.0813, 5.7836, 0.6710], [-20.3174, 4.4303, -1.4642], [-20.1783, 5.7574, 0.2915], [-20.8778, 6.3912, 0.5439], [-17.9840, 4.7864, -1.1770], [-17.5430, 5.0822, -1.9970], [-18.0748, 0.9749, 5.5230], [-16.9510, 1.9970, 5.5485], [-17.2918, 3.3915, 6.0855], [-17.7200, 4.2529, 4.9954], [-17.8136, 5.6364, 5.3851], [-15.8829, 1.4551, 6.3530], [-17.7270, -0.0406, 5.3336], [-18.7078, 1.3688, 4.7280], [-18.6579, 1.0075, 6.4433], [-16.5972, 2.1110, 4.5238], [-16.4361, 3.8021, 6.6214], [-18.0530, 3.2938, 6.8595], [-18.4324, 5.8093, 6.2655], [-18.2498, 6.2842, 4.6246], [-16.8251, 6.0535, 5.5777], [-16.1628, 1.5333, 7.3203], [-15.0999, 2.0928, 6.3319], [-13.8480, 5.3314, 2.4886], [-14.9907, 6.3484, 2.1054], [-14.5296, 7.8516, 1.8832], [-13.5540, 8.0799, 0.8891], [-13.4419, 9.4025, 0.6188], [-15.7222, 5.8204, 0.9519], [-13.4214, 5.5673, 3.4635], [-12.9908, 5.4719, 1.8302], [-14.1361, 4.2802, 2.4791], [-15.5669, 6.3441, 3.0307], [-14.1915, 8.3271, 2.8038], [-15.4677, 8.3012, 1.5576], [-13.8654, 10.0534, 1.3836], [-13.8397, 9.7545, -0.3331], [-12.3934, 9.6893, 0.5377], [-15.3910, 4.8883, 0.7477], [-15.0596, 6.1827, 0.2813], [-21.1718, 10.1510, 0.7221], [-20.8830, 11.5796, 1.1644], [-20.9557, 12.6109, 0.0145], [-20.5234, 13.9690, 0.3844], [-20.3492, 14.9158, -0.5860], [-21.7248, 11.9519, 2.1973], [-21.0108, 9.4600, 1.5495], [-20.6157, 9.9788, -0.1994], [-22.2190, 9.9281, 0.5174], [-19.8560, 11.6727, 1.5177], [-21.9050, 12.5983, -0.5210], [-20.2540, 12.2996, -0.7593], [-21.2867, 15.3924, -0.8726], [-19.5057, 14.7638, -1.2593], [-19.8589, 15.7508, -0.0855], [-22.6546, 12.1347, 1.8479], [-21.3963, 12.8254, 2.5836], [-26.3377, 7.3973, 1.5284], [-25.9623, 7.2086, 0.0933], [-24.6728, 8.0028, -0.2232], [-24.3792, 7.8752, -1.6274], [-23.0055, 7.9926, -1.9525], [-25.7693, 5.7812, -0.0628], [-27.4094, 7.2024, 1.5690], [-26.1401, 8.3788, 1.9594], [-25.7473, 6.6984, 2.1209], [-26.8046, 7.4777, -0.5440], [-23.8942, 7.5069, 0.3565], [-24.6587, 9.0079, 0.1982], [-22.2512, 7.3195, -1.5451], [-22.6483, 8.9553, -1.5868], [-22.8859, 8.2096, -3.0140], [-24.9771, 5.8600, -0.6844], [-25.4110, 5.3687, 0.7866], [-17.6445, 7.8816, -0.0014], [-17.3215, 8.0325, -0.8897], [-17.7369, 8.7580, 0.3724], [-17.1464, 1.7858, 1.2109], [-18.0151, 1.4719, 0.9597], [-16.5638, 1.0473, 1.0334], [-20.8853, 7.2475, 4.0169], [-20.7278, 7.1435, 4.9553], [-21.5457, 7.9380, 3.9595], [-22.0061, 5.2672, 2.2250], [-21.3388, 5.4106, 1.5539], [-21.9442, 6.0352, 2.7930], [-20.1364, 5.7273, -3.4276], [-20.3836, 6.4729, -3.9745], [-19.9688, 5.0189, -4.0492], [-17.4017, 10.2145, 1.4627], [-17.4717, 10.3491, 2.4078], [-16.9400, 10.9898, 1.1434], [-17.0488, 2.6528, -2.2999], [-17.1042, 3.5267, -1.9132], [-17.9576, 2.4118, -2.4795], [-18.7843, 7.2261, 2.3178], [-18.3743, 8.0624, 2.5383], [-19.5922, 7.2122, 2.8311], [-18.0681, 4.1664, 2.1576], [-18.0296, 4.1068, 3.1122], [-17.6783, 3.3481, 1.8501], [-20.8546, 2.5558, -0.3633], [-21.0582, 1.9718, -1.0938], [-21.0276, 2.0313, 0.4186], [-17.0599, 7.9931, -4.1049], [-16.8619, 8.6957, -2.8573], [-18.0330, 7.5286, -3.9454], [-17.0794, 8.6083, -5.0045], [-16.2647, 7.2478, -4.1166], [-16.1740, 9.3578, -2.9576], [-13.5518, 4.1687, -1.3289], [-14.7774, 3.5974, -0.7338], [-13.6977, 5.2475, -1.2743], [-12.7281, 3.8224, -0.7046], [-13.4387, 3.7810, -2.3414], [-14.8939, 2.6787, -0.9864], [-20.9868, 3.0849, 4.8307], [-21.6208, 1.8255, 5.1820], [-21.7492, 3.7746, 4.4687], [-20.3454, 3.4831, 5.6169], [-20.4717, 2.8703, 3.8944], [-21.8537, 1.9145, 6.1091]], "lowdin_charge": [0.84, 0.97, -0.32, 0.03, -0.31, 0.04, -0.04, -0.45, -0.16, -0.23, -0.08, 0.04, 0.09, 0.06, 0.08, 0.13, 0.12, 0.13, 0.09, 0.06, 0.09, 0.08, 0.07, -0.03, -0.34, -0.17, -0.15, -0.15, 0.03, 0.08, 0.08, 0.08, 0.12, 0.14, 0.09, 0.09, 0.09, 0.10, 0.04, 0.08, -0.05, -0.49, -0.15, -0.19, -0.15, 0.04, 0.06, 0.08, 0.06, 0.12, 0.13, 0.11, 0.10, 0.09, 0.09, 0.09, 0.09, -0.07, -0.45, -0.18, -0.16, -0.12, 0.05, 0.09, 0.08, 0.07, 0.14, 0.11, 0.12, 0.06, 0.06, 0.09, 0.05, 0.06, -0.08, 0.04, 0.01, -0.02, 0.05, 0.07, -0.02, 0.08, 0.08, -0.04, -0.05, 0.00, -0.07, 0.07, 0.06, -0.02, 0.07, 0.07, -0.05, -0.05, 0.02, -0.06, 0.06, 0.00, -0.06, 0.04, 0.01, -0.06, 0.06, 0.08, -0.10, -0.14, 0.06, 0.09, 0.08, 0.08, -0.07, -0.18, 0.07, 0.08, 0.09, 0.07, -0.14, -0.12, 0.06, 0.07, 0.06, 0.07], "charge": 2, "spin_multiplicity": 5, "gap_ev": [6.9, 3.2], "lumo_energy_ev": [-5.9, -9.7], "homo_energy_ev": [-12.8, -12.8]}